Computed, not measured: an isolated molecule of CH4Se, with ωB97M-V/def2-TZVPD.

Its relative energy (zero: lowest compared OMol25 entry of this formula, charge and spin) is 0.0783 eV. For the LUMO energy, the calculation gives 0.85 eV. The SMILES is C[SeH]. For the frontier orbital gap, the calculation gives 9.524 eV. The total energy comes out at -2441.8937 Ha.

ORCA input file:
```
! RIJCOSX wB97M-V def2-TZVPD def2/J DEFGRID3
* xyz 0 1
C 0.284 0.535 0.169
Se -0.286 -0.902 -1.047
H 0.717 1.310 -0.572
H -0.620 0.910 0.722
H 0.969 0.090 0.903
H -1.064 -1.943 -0.174
*
```

Computed, not measured: an isolated ion of composition CH5BNO6S2 and charge -1, with ωB97M-V/def2-TZVPD.

For the LUMO energy, the calculation gives 2.74 eV. The SMILES is CS(=O)(=O)N=[S@@](=O)([O-])B(O)O. For the frontier orbital gap, the calculation gives 8.377 eV. The total energy comes out at -1368.5508 Ha.

ORCA input file:
```
! RIJCOSX wB97M-V def2-TZVPD def2/J DEFGRID3
* xyz -1 1
C 2.817 0.320 0.126
S 1.467 -0.826 -0.588
O 2.020 -1.553 -1.874
O 1.037 -1.946 0.390
N 0.183 0.231 -1.119
S -0.718 0.894 0.247
O -0.083 0.595 1.627
O -0.856 2.464 0.163
B -2.455 0.097 0.121
O -2.939 -0.734 1.249
O -3.175 0.352 -1.145
H 3.179 -0.023 1.186
H 3.672 0.391 -0.674
H 2.337 1.401 0.271
H -2.401 -1.598 1.165
H -4.085 -0.066 -1.147
*
```

Computed, not measured: a 2-piece molecular cluster, CH5BS overall, with ωB97M-V/def2-TZVPD.

Its relative energy (zero: lowest compared OMol25 entry of this formula, charge and spin) is 0.7239 eV. For the LUMO energy, the calculation gives 0.50 eV. The SMILES is B=S.C. For the frontier orbital gap, the calculation gives 11.225 eV. The total energy comes out at -464.1080 Ha.

ORCA input file:
```
! RIJCOSX wB97M-V def2-TZVPD def2/J DEFGRID3
* xyz 0 1
B 2.183 0.422 -1.722
C -1.325 -0.193 0.883
S 2.225 0.992 -0.250
H 2.025 -0.128 -2.632
H -0.445 0.124 0.264
H -1.855 0.503 1.409
H -2.053 -0.935 0.394
H -0.755 -0.786 1.653
*
```

Computed, not measured: an isolated molecule of CH5BS, with ωB97M-V/def2-TZVPD.

Its relative energy (zero: lowest compared OMol25 entry of this formula, charge and spin) is 3.1167 eV. For the LUMO energy, the calculation gives -1.13 eV. For the frontier orbital gap, the calculation gives 9.440 eV. The total energy comes out at -464.0201 Ha.

ORCA input file:
```
! RIJCOSX wB97M-V def2-TZVPD def2/J DEFGRID3
* xyz 0 1
B 0.097 -0.605 -0.267
C -0.541 0.825 -0.122
S -0.092 2.087 0.913
H 1.270 -0.391 -0.039
H -0.277 -1.142 -1.196
H -0.407 -0.943 0.678
H -1.277 1.213 -0.816
H 1.252 1.963 1.196
*
```

Computed, not measured: an isolated ion of composition CH5BrN and charge +1, with ωB97M-V/def2-TZVPD.

Its relative energy (zero: lowest compared OMol25 entry of this formula, charge and spin) is 0.2431 eV. For the LUMO energy, the calculation gives -4.41 eV. The SMILES is [NH3+]CBr. For the frontier orbital gap, the calculation gives 11.014 eV. The total energy comes out at -2669.5695 Ha.

ORCA input file:
```
! RIJCOSX wB97M-V def2-TZVPD def2/J DEFGRID3
* xyz 1 1
C -0.184 -0.617 0.196
N 0.152 0.829 -0.017
Br 0.003 -1.816 -1.450
H 0.574 -0.918 1.017
H -1.130 -0.771 0.519
H -0.252 0.947 -0.962
H -0.277 1.446 0.641
H 1.113 0.901 0.056
*
```

Computed, not measured: a 2-piece molecular cluster, CH5BrOSi overall, with ωB97M-V/def2-TZVPD.

Its relative energy (zero: lowest compared OMol25 entry of this formula, charge and spin) is 2.9874 eV. For the LUMO energy, the calculation gives -0.69 eV. For the frontier orbital gap, the calculation gives 8.963 eV. The total energy comes out at -2979.7346 Ha.

ORCA input file:
```
! RIJCOSX wB97M-V def2-TZVPD def2/J DEFGRID3
* xyz 0 1
C -1.732 1.076 0.730
O 0.231 0.662 0.145
Si 0.704 -0.838 0.459
Br -2.746 -0.240 -0.100
H -1.845 2.020 0.177
H -1.703 1.046 1.800
H 2.041 -0.296 0.428
H 0.649 -1.843 -0.716
H 0.277 -1.197 1.870
*
```

Computed, not measured: a 2-piece molecular cluster, CH5BrP2 overall, with ωB97M-V/def2-TZVPD.

Its relative energy (zero: lowest compared OMol25 entry of this formula, charge and spin) is 3.1771 eV. For the LUMO energy, the calculation gives -0.62 eV. For the frontier orbital gap, the calculation gives 7.573 eV. The total energy comes out at -3297.6870 Ha.

ORCA input file:
```
! RIJCOSX wB97M-V def2-TZVPD def2/J DEFGRID3
* xyz 0 1
C -1.419 -0.046 -1.078
P 1.091 0.568 1.086
P 0.842 -1.058 -0.167
Br -2.343 0.492 0.478
H -0.843 0.613 -1.629
H -2.013 -0.804 -1.617
H 0.597 0.252 2.371
H 2.558 0.213 1.521
H 1.530 -0.231 -0.964
*
```

Computed, not measured: CH5ClMoO4 as an isolated structure, with ωB97M-V/def2-TZVPD.

Its relative energy (zero: lowest compared OMol25 entry of this formula, charge and spin) is 1.7901 eV. For the LUMO energy (alpha / beta), the calculation gives -14.79 / -11.56 eV. The expectation value of S² is 2.059. For the frontier orbital gap (alpha / beta), the calculation gives 1.281 / 6.458 eV. The total energy comes out at -869.2035 Ha.

ORCA input file:
```
! RIJCOSX wB97M-V def2-TZVPD def2/J DEFGRID3
* xyz 2 3
Mo -2.376 -1.214 1.432
C 1.031 2.019 -0.284
H 1.070 3.101 -0.411
H 0.432 1.876 0.637
H 0.383 1.636 -1.083
H 1.844 1.413 -0.192
H 3.272 5.904 -1.900
O 0.256 -3.882 -0.821
Cl -0.648 -4.518 0.223
O -2.147 -4.516 0.000
O -1.153 -0.899 2.603
O -1.962 -0.921 -0.205
*
```

Computed, not measured: an isolated molecule of CH5ClNOP, with ωB97M-V/def2-TZVPD.

Its relative energy (zero: lowest compared OMol25 entry of this formula, charge and spin) is 4.1560 eV. For the LUMO energy, the calculation gives 0.24 eV. The SMILES is COPNCl. For the frontier orbital gap, the calculation gives 9.015 eV. The total energy comes out at -972.5637 Ha.

ORCA input file:
```
! RIJCOSX wB97M-V def2-TZVPD def2/J DEFGRID3
* xyz 0 1
C 1.044 -0.092 1.369
N -1.504 0.167 -1.399
O -0.032 0.349 0.572
P 0.133 -0.146 -1.009
Cl -1.852 1.924 -1.430
H 1.889 0.620 1.276
H 1.286 -1.117 1.173
H 0.827 0.142 2.334
H -1.715 -0.413 -2.260
H -0.076 -1.434 -0.626
*
```

Computed, not measured: a 2-piece molecular cluster, CH5F3N3 overall, with ωB97M-V/def2-TZVPD.

Its relative energy (zero: lowest compared OMol25 entry of this formula, charge and spin) is 0.0339 eV. For the LUMO energy, the calculation gives -6.91 eV. For the frontier orbital gap, the calculation gives 7.990 eV. The total energy comes out at -504.4736 Ha.

ORCA input file:
```
! RIJCOSX wB97M-V def2-TZVPD def2/J DEFGRID3
* xyz 1 1
C 0.173 -1.148 0.179
N -0.991 -0.402 -0.112
N 1.304 -0.618 -0.478
N -2.103 -0.969 -0.096
F 1.784 0.423 0.304
F -3.171 -0.183 -0.108
F -0.643 2.451 -0.014
H -0.067 -2.268 -0.128
H 0.368 -1.084 1.296
H -0.802 0.631 -0.003
H -0.948 3.194 0.395
H 1.442 -0.356 -1.490
*
```

Question: What is the total energy in the fourth record?
Answer: -464.0201 Ha